*one*
This record from the Open Molecules 2025 dataset describes a cluster of 5 separate species, C2H12O5 in total. The level of theory is ωB97M-V/def2-TZVPD.

The calculation puts the HOMO energy at -10.1732 eV. As for the HOMO-LUMO gap: 10.80 eV. As for the structure (SMILES): CC=O.O.O.O.O.

Structure (XYZ):
```
19
Properties=species:S:1:pos:R:3:lowdin_charge:R:1
C 0.24683 0.25815 1.67947 -0.0642
C -0.81572 -0.81577 1.40443 -0.2630
O -0.94581 -1.60362 0.44536 -0.0091
H 1.10451 0.27109 0.92642 0.0675
H -0.23107 1.32666 1.70430 0.1148
H 0.66425 -0.05049 2.71586 0.1029
H -1.55608 -0.87100 2.18915 0.1061
O -2.86528 1.15283 0.22676 -0.1092
H -1.96218 1.29447 -0.16368 -0.0185
H -3.26007 1.63948 -0.52894 0.0434
O 1.49371 -2.23812 -0.88799 -0.0600
H 1.21582 -2.80160 -1.64632 0.0951
H 0.67669 -2.23667 -0.31528 0.0515
O 1.97579 0.16963 -1.41723 -0.1558
H 2.86137 0.23528 -1.00766 0.0503
H 1.86347 -0.89204 -1.47123 0.0380
O -0.46148 1.60825 -1.01751 -0.0969
H 0.44914 1.19213 -1.20758 0.0466
H -0.45391 2.36134 -1.62832 0.0606
```

=====

*two*
This record from the Open Molecules 2025 dataset describes a cluster of 5 separate species, C2H12O5 in total. The level of theory is ωB97M-V/def2-TZVPD.

The calculation puts the HOMO energy at -9.6159 eV. As for the HOMO-LUMO gap: 10.01 eV. As for the structure (SMILES): C=CO.O.O.O.O.

Structure (XYZ):
```
19
Properties=species:S:1:pos:R:3:lowdin_charge:R:1
C 2.75617 1.19949 0.61125 0.0355
C 2.83775 2.12088 1.63536 -0.2636
O 3.74371 3.14356 1.90299 -0.0462
H 2.01774 0.45906 0.64734 0.0303
H 3.67161 1.13209 0.03617 0.0566
H 1.93033 2.17171 2.25526 0.1031
H 4.68624 2.90537 2.01635 0.1204
O -2.31169 -4.91677 0.08790 -0.0846
H -1.78123 -4.16375 -0.19711 0.0065
H -1.90086 -5.68036 -0.38811 0.0535
O 2.74881 4.95449 -0.23375 -0.0668
H 2.23074 5.68497 0.20025 0.0655
H 2.52484 4.27531 0.37854 -0.0347
O -2.18710 -1.76472 -1.02111 -0.1057
H -2.63371 -0.98242 -0.43874 0.1280
H -2.84605 -1.96409 -1.68227 -0.0150
O -5.01643 -2.97753 -2.29848 -0.0674
H -5.52991 -3.47759 -1.57244 0.0984
H -4.94097 -2.11969 -1.93942 -0.0138
```

=====

Most stable one: *one*, least stable one: *two*.

=====

*one*
This record from the Open Molecules 2025 dataset describes the molecule C5H7PS. The level of theory is ωB97M-V/def2-TZVPD.

The calculation puts the HOMO energy at -8.3775 eV. As for the HOMO-LUMO gap: 7.94 eV. As for the structure (SMILES): [H]/P=C1/C=CCCS1.

Structure (XYZ):
```
14
Properties=species:S:1:pos:R:3:lowdin_charge:R:1
H -1.31794 -3.94556 -0.00133 -0.1868
P -0.16176 -3.62015 -0.59832 0.8328
C 0.00532 -2.01009 -0.26083 -0.7914
C 0.86315 -1.11697 -0.91259 -0.2577
C 1.06655 0.14581 -0.44645 -0.0908
C 0.33355 0.90770 0.61742 -0.2846
C -1.19515 0.70275 0.48340 -0.4805
S -1.38129 -1.05719 1.02301 0.7541
H 1.37037 -1.46507 -1.84531 0.1150
H 1.53209 0.83595 -1.06710 0.0786
H 0.64850 0.65539 1.57860 0.0803
H 0.52746 1.96359 0.46669 0.1043
H -1.52377 1.40307 1.17423 0.0414
H -1.62305 1.06126 -0.45178 0.0853
```

=====

*two*
This record from the Open Molecules 2025 dataset describes a cluster of 2 separate species, C5H7PS in total. The level of theory is ωB97M-V/def2-TZVPD.

The calculation puts the HOMO energy (spin up / spin down) at -8.5088 / -8.5842 eV. As for the HOMO-LUMO gap (spin up / spin down): 8.24 / 6.69 eV.

Structure (XYZ):
```
14
Properties=species:S:1:pos:R:3:lowdin_charge:R:1
C 0.21687 -2.08489 0.83426 -0.1866
C -0.00652 -2.01548 -0.64245 -0.1614
C 1.15963 -1.24950 1.28005 -0.3180
C 0.67187 -1.00227 -1.18759 -0.3037
C -0.55954 2.50583 -0.18606 0.0304
P 1.40450 0.06873 0.07226 0.4483
S 3.34474 0.43628 -0.13490 0.1782
H -0.00604 -2.98048 1.39592 0.0934
H -0.54492 -2.83182 -1.17167 0.1136
H 1.58585 -1.14985 2.32112 0.0922
H 0.54342 -0.74352 -2.20486 0.0538
H -0.08207 2.68717 -1.13476 -0.0244
H -1.61884 2.03236 -0.05531 0.0411
H -0.21027 3.17174 0.52278 -0.0569
```

=====

Most stable one: *one*, least stable one: *two*.